This record from the Open Molecules 2025 dataset describes the molecule C3H8N2O at a distorted geometry. The level of theory is ωB97M-V/def2-TZVPD.

Calculated values
- LUMO level (spin up / spin down): 0.2 / 0.9 eV
- Kohn-Sham gap (spin up / spin down): 6.4 / 9.2 eV
- Relative energy (zero: lowest compared OMol25 entry of this formula, charge and spin): 148.54 kcal/mol
- Highest occupied orbital energy (spin up / spin down): -6.245 / -8.317 eV

ORCA input file:
```
! RIJCOSX wB97M-V def2-TZVPD def2/J DEFGRID3
* xyz 0 1
C 0.8944 0.3615 0.6784
C -0.5943 0.0262 -0.0208
C -1.5668 1.1796 -0.1735
N 1.8941 -0.4291 1.2333
N -0.6918 -1.1142 -0.8415
O 2.0640 -1.4495 0.2872
H 1.1819 0.7763 -0.2466
H 0.3656 1.1380 1.2802
H -1.2121 2.0969 -0.5961
H -1.7476 1.3663 0.8363
H -2.4554 0.7752 -0.6237
H 0.0114 -1.7623 -0.5861
H -0.8858 -0.9459 -1.7943
H 2.7424 -2.0190 0.5672
*
```

Here is what Löwdin gives for the atomic charges, in e: C -0.2243; C -0.2651; C -0.0704; N -0.0144; N 0.0759; O -0.0815; H 0.0978; H 0.1064; H 0.0710; H 0.0479; H 0.0756; H 0.0510; H 0.0694; H 0.0608



This record from the Open Molecules 2025 dataset describes a structure of composition C5H10O2. The level of theory is ωB97M-V/def2-TZVPD.

Calculated values
- LUMO level: 1.0 eV
- Kohn-Sham gap: 10.5 eV
- Relative energy (zero: lowest compared OMol25 entry of this formula, charge and spin): 63.12 kcal/mol
- Highest occupied orbital energy: -9.499 eV

ORCA input file:
```
! RIJCOSX wB97M-V def2-TZVPD def2/J DEFGRID3
* xyz 0 1
C 1.9107 1.1647 -0.3767
O 0.6852 0.7541 -0.9303
C 0.2381 -0.5289 -0.6175
C 0.3834 -1.2537 0.7402
O -0.9543 -1.7377 0.5785
C -1.2602 -0.6577 -0.3292
C -1.8586 0.5839 0.3188
H 1.9399 1.0123 0.7107
H 2.7839 0.6652 -0.8290
H 1.9678 2.2395 -0.5559
H 0.5220 -1.2696 -1.3768
H 0.4823 -0.6231 1.6418
H 1.0779 -2.0975 0.7753
H -1.9018 -1.0049 -1.1462
H -1.7383 1.4207 -0.3759
H -2.9258 0.4601 0.5242
H -1.3523 0.8726 1.2479
*
```

Here is what Löwdin gives for the atomic charges, in e: C -0.0915; O -0.1382; C -0.2817; C -0.1328; O -0.0823; C -0.3105; C -0.0263; H 0.0859; H 0.0937; H 0.0903; H 0.1570; H 0.1194; H 0.1205; H 0.1459; H 0.0843; H 0.0805; H 0.0858



This record from the Open Molecules 2025 dataset describes the molecule C6H7PS2 at a distorted geometry. The level of theory is ωB97M-V/def2-TZVPD.

Calculated values
- LUMO level: -0.8 eV
- Kohn-Sham gap: 7.8 eV
- SMILES: S=C(S)PC1C=CC=C1
- Relative energy (zero: lowest compared OMol25 entry of this formula, charge and spin): 11.20 kcal/mol
- Highest occupied orbital energy: -8.579 eV

ORCA input file:
```
! RIJCOSX wB97M-V def2-TZVPD def2/J DEFGRID3
* xyz 0 1
S 1.5241 2.2418 1.2599
C 1.9883 0.7641 0.7594
S 3.7884 0.3837 -0.1158
P 1.1224 -0.8030 0.9536
C -0.5252 -0.0974 0.6759
C -1.6707 -1.0618 0.6667
C -2.2251 -1.0361 -0.5402
C -1.5323 -0.0293 -1.3561
C -0.4938 0.5252 -0.6471
H 4.0244 1.5451 -0.3776
H 1.3589 -1.2892 -0.2413
H -0.5877 0.7673 1.4626
H -2.0706 -1.6476 1.4280
H -3.2108 -1.5037 -0.6387
H -1.8160 0.1279 -2.4023
H 0.3257 1.1130 -0.8868
*
```

Here is what Löwdin gives for the atomic charges, in e: S 0.6541; C -1.2561; S 0.6123; P 0.8945; C -0.5830; C -0.1172; C -0.0946; C -0.0613; C -0.1589; H -0.2806; H -0.0699; H 0.1225; H 0.0830; H 0.1097; H 0.0986; H 0.0467



This record from the Open Molecules 2025 dataset describes the molecule C8H11N at a distorted geometry. The level of theory is ωB97M-V/def2-TZVPD.

Calculated values
- LUMO level: 0.9 eV
- Kohn-Sham gap: 9.5 eV
- SMILES: C#C[C@H]1CNC[C@@H]2C[C@H]21
- Relative energy (zero: lowest compared OMol25 entry of this formula, charge and spin): 183.52 kcal/mol
- Highest occupied orbital energy: -8.576 eV

ORCA input file:
```
! RIJCOSX wB97M-V def2-TZVPD def2/J DEFGRID3
* xyz 0 1
C -2.7929 0.1929 -0.7923
C -1.9931 -0.2800 -0.0676
C -1.0611 -0.4946 0.9153
C -0.1746 -1.6705 0.2080
N 1.3737 -1.4282 -0.2022
C 1.6801 -0.0567 -0.7742
C 0.5928 0.7035 -0.4765
C 0.4650 2.0623 0.3620
C -0.0457 0.7121 0.7341
H -3.6115 0.1473 -1.4841
H -1.4614 -0.4641 1.9709
H -0.6207 -2.2227 -0.6177
H -0.2731 -2.5921 1.0095
H 2.3559 -1.6824 0.5653
H 1.6224 -0.0333 -1.9010
H 2.5936 0.4101 -0.4073
H -0.4009 0.9515 -1.2254
H 1.2755 2.5901 0.9385
H -0.3164 2.8193 -0.2049
H 0.7924 0.3356 1.4497
*
```

Here is what Löwdin gives for the atomic charges, in e: C 0.1337; C -0.2304; C -0.2276; C -0.0997; N -0.0764; C -0.2527; C -0.4118; C -0.0146; C -0.3290; H 0.0403; H 0.1638; H 0.0926; H 0.1447; H 0.2095; H 0.1347; H 0.1259; H 0.1920; H 0.1037; H 0.1376; H 0.1638



For reference, total energy by record: -303.6554; -346.9248; -1370.4340; -365.8456 hartree.